one.
A single CH4IP molecule, computed with the ωB97M-V functional and the def2-TZVPD basis.

Each line ends with the Mulliken charge.
Geometry (Å):
I (-3.96, -0.06, 0.02)  -0.322
P (-0.95, -0.18, -0.01)  0.069
C (0.62, 0.56, 0.04)  -0.567
H (-1.23, -0.85, -1.18)  0.141
H (0.65, 0.87, 1.01)  0.257
H (-0.82, -1.08, 0.99)  0.142
H (0.96, 1.25, -0.75)  0.279

The value obtained for the HOMO-LUMO gap is 6.8 eV. As for the structure (SMILES): C=[PH2]I. As for the LUMO energy: -1.9 eV. For the HOMO energy, the calculation gives -8.7 eV.

two.
A molecular structure, CH4IP, computed with the ωB97M-V functional and the def2-TZVPD basis.

Each line ends with the Mulliken charge.
Geometry (Å):
I (2.66, -0.06, -0.31)  -0.038
P (0.55, -1.15, 0.10)  -0.052
C (-0.65, 0.21, -0.39)  -1.088
H (-1.13, 0.36, -1.30)  0.436
H (-1.51, 0.05, 0.18)  0.366
H (-0.31, 1.22, -0.05)  0.314
H (0.39, -0.63, 1.78)  0.061

The value obtained for the HOMO-LUMO gap is 9.2 eV. As for the LUMO energy: 0.1 eV. For the HOMO energy, the calculation gives -9.1 eV.

Best to worst by energy: two, one.

one.
A single C4H7N3O2 molecule, computed with the ωB97M-V functional and the def2-TZVPD basis.

Each line ends with the Mulliken charge.
Geometry (Å):
O (3.17, -1.31, 0.14)  -0.632
O (3.77, 0.75, 0.45)  -0.596
N (0.72, -0.51, -0.59)  -0.121
N (2.93, -0.10, 0.20)  0.857
N (-1.64, 1.60, 0.37)  -0.622
C (-2.10, -0.56, 0.93)  -1.110
C (1.73, 0.35, -0.31)  -0.132
C (-0.60, -0.09, -1.06)  -1.046
C (-1.46, 0.39, 0.14)  1.133
H (1.54, 1.51, -0.49)  0.332
H (-1.12, -1.01, -1.45)  0.349
H (-2.34, -1.54, 0.64)  0.331
H (-2.07, 1.60, 1.24)  0.245
H (-2.64, -0.21, 1.78)  0.293
H (-0.63, 0.55, -1.85)  0.424
H (0.74, -1.42, -0.16)  0.294

The value obtained for the HOMO-LUMO gap (alpha / beta) is 8.9 / 6.4 eV. As for the LUMO energy (alpha / beta): -0.8 / -1.6 eV. For the HOMO energy (alpha / beta), the calculation gives -9.7 / -8.0 eV.

two.
A single C4H7N3O2 molecule, computed with the ωB97M-V functional and the def2-TZVPD basis.

Each line ends with the Mulliken charge.
Geometry (Å):
O (3.07, 0.40, -0.25)  -0.603
O (2.08, -0.99, 1.07)  -0.560
N (2.09, -0.29, 0.09)  0.935
N (-0.15, 0.41, 0.35)  -0.113
N (0.33, -1.46, -0.98)  -0.660
C (-1.09, -0.62, 0.69)  -0.546
C (-0.70, -1.69, -0.28)  -0.146
C (0.76, -0.13, -0.62)  0.108
C (-0.66, 1.69, -0.02)  -1.011
H (-1.19, 2.07, 0.83)  0.353
H (0.16, 2.35, -0.35)  0.361
H (-1.20, -2.61, -0.38)  0.451
H (-0.94, -0.97, 1.70)  0.267
H (-2.19, -0.38, 0.54)  0.317
H (-1.36, 1.64, -0.94)  0.338
H (0.98, 0.56, -1.46)  0.510

The value obtained for the HOMO-LUMO gap is 10.1 eV. As for the structure (SMILES): CN1CC=N[C@@H]1[N+](=O)[O-]. As for the LUMO energy: 0.4 eV. For the HOMO energy, the calculation gives -9.6 eV.

Best to worst by energy: two, one.

one.
A single C4H7N3O2 molecule, computed with the ωB97M-V functional and the def2-TZVPD basis.

Each line ends with the Mulliken charge.
Geometry (Å):
O (0.13, -2.13, 2.10)  -0.528
O (0.30, 2.55, 2.87)  -0.382
N (1.25, 1.05, 0.00)  -0.466
N (-0.60, -0.22, 1.05)  -0.224
N (0.17, 2.14, 1.75)  0.179
C (1.18, 1.99, 0.86)  -0.075
C (-0.68, -1.29, 1.88)  -0.025
C (0.09, -0.32, -1.36)  -1.227
C (0.52, -0.11, 0.13)  0.475
H (0.79, 0.35, -1.86)  0.375
H (0.41, -1.32, -1.74)  0.261
H (-1.67, -1.18, 2.39)  0.289
H (-0.94, -0.10, -1.59)  0.368
H (-1.34, 0.53, 1.14)  0.366
H (1.17, -0.97, 0.36)  0.309
H (1.86, 2.96, 0.68)  0.305

The value obtained for the HOMO-LUMO gap (alpha / beta) is 8.0 / 8.0 eV. As for the structure (SMILES): C[C@@H](/N=C\N=O)NC=O. As for the LUMO energy (alpha / beta): -1.4 / -1.4 eV. For the HOMO energy (alpha / beta), the calculation gives -9.4 / -9.4 eV.

two.
A single C4H7N3O2 molecule, computed with the ωB97M-V functional and the def2-TZVPD basis.

Each line ends with the Mulliken charge.
Geometry (Å):
O (1.27, -1.67, -0.38)  -0.339
O (1.96, 0.51, -0.37)  -0.356
N (-2.46, -0.13, -0.81)  -0.586
N (0.57, 0.41, 0.26)  0.105
N (-0.89, -1.52, 0.26)  -0.477
C (-0.10, 1.78, 0.08)  -0.735
C (0.19, -0.85, -0.03)  0.450
C (2.38, -0.84, -0.09)  -0.051
C (-2.10, -0.84, 0.22)  0.062
H (-0.69, 1.95, 1.04)  0.271
H (2.58, -1.02, 0.97)  0.237
H (3.24, -0.98, -0.71)  0.248
H (-3.41, 0.10, -0.83)  0.206
H (-0.55, 1.78, -0.96)  0.329
H (0.83, 2.45, 0.21)  0.344
H (-2.83, -1.15, 1.12)  0.293

The value obtained for the HOMO-LUMO gap is 10.0 eV. As for the structure (SMILES): [H]/N=C/N=C1/OCON1C. As for the LUMO energy: 0.9 eV. For the HOMO energy, the calculation gives -9.1 eV.

Best to worst by energy: two, one.

one.
2 unconnected molecules or ions with the total composition C4H11INO, computed with the ωB97M-V functional and the def2-TZVPD basis.

Each line ends with the Mulliken charge.
Geometry (Å):
I (-3.21, 1.25, 0.40)  0.366
O (-2.52, -0.88, 2.22)  -0.280
N (-0.53, -0.37, -0.31)  -0.627
C (0.96, 1.41, -1.12)  -1.410
C (0.91, 0.13, -0.19)  0.769
C (1.93, -0.95, -0.47)  -1.304
C (-2.10, 0.13, 1.62)  -0.003
H (2.38, -1.38, 0.43)  0.311
H (1.50, -1.78, -1.08)  0.362
H (2.66, -0.52, -1.10)  0.392
H (-0.01, 1.84, -1.24)  0.397
H (1.32, 1.02, -2.09)  0.368
H (-0.62, -1.38, -0.21)  0.237
H (-0.98, 0.40, 2.01)  0.332
H (1.79, 2.01, -0.67)  0.355
H (-3.37, -1.29, 2.05)  0.409
H (0.77, 0.46, 0.92)  0.071
H (-0.88, -0.10, -1.19)  0.256

The value obtained for the HOMO-LUMO gap (alpha / beta) is 8.4 / 8.4 eV. As for the LUMO energy (alpha / beta): -5.2 / -5.2 eV. For the HOMO energy (alpha / beta), the calculation gives -13.5 / -13.5 eV. As for the charge: +1.

two.
2 unconnected molecules or ions with the total composition C4H11INO, computed with the ωB97M-V functional and the def2-TZVPD basis.

Each line ends with the Mulliken charge.
Geometry (Å):
I (1.22, -2.09, 2.64)  0.286
O (1.11, -0.42, 1.79)  -0.675
N (-1.25, 1.61, -0.35)  -0.271
C (1.35, 0.35, -0.80)  -1.537
C (-0.75, 0.57, 0.69)  -1.092
C (0.25, -0.29, 0.03)  1.518
C (-0.07, -1.68, -0.31)  -1.012
H (2.33, -0.04, -0.51)  0.399
H (-0.43, 2.16, -0.37)  0.356
H (-2.19, 1.87, -0.04)  0.371
H (-1.39, 1.20, -1.30)  0.332
H (0.83, -2.07, -0.99)  0.342
H (-1.76, 0.14, 0.98)  0.377
H (1.28, 1.51, -0.93)  0.282
H (-1.13, -1.89, -0.80)  0.276
H (1.33, 0.14, -1.89)  0.429
H (-0.52, 1.18, 1.51)  0.389
H (-0.21, -2.26, 0.66)  0.229

The value obtained for the HOMO-LUMO gap is 7.9 eV. As for the LUMO energy: -4.0 eV. For the HOMO energy, the calculation gives -11.9 eV. As for the charge: +1.

Best to worst by energy: one, two.

one.
A single C5H9NO3 molecule, computed with the ωB97M-V functional and the def2-TZVPD basis.

Each line ends with the Mulliken charge.
Geometry (Å):
O (1.99, 0.93, 1.05)  -0.587
O (0.46, 2.11, -0.72)  -0.594
O (3.10, -0.72, 0.28)  -0.658
N (2.15, 0.00, 0.29)  1.017
C (-0.09, 0.86, -0.52)  -0.249
C (-1.98, -0.48, 0.42)  -1.018
C (-0.91, 0.63, 0.67)  -0.503
C (0.94, -0.32, -0.47)  0.264
C (1.00, -1.58, -0.96)  -0.945
H (0.26, -1.96, -1.53)  0.383
H (0.47, 2.45, 0.27)  0.402
H (-1.39, -1.27, -0.02)  0.152
H (-1.55, 1.50, 0.83)  0.391
H (-2.74, -0.24, -0.35)  0.332
H (-0.66, 0.55, -1.32)  0.534
H (-0.45, 0.54, 1.67)  0.382
H (-2.49, -0.86, 1.34)  0.341
H (1.90, -2.12, -0.93)  0.356

The value obtained for the HOMO-LUMO gap is 10.2 eV. As for the structure (SMILES): C=C([C@H](O)CC)[N+](=O)[O-]. As for the LUMO energy: -0.3 eV. For the HOMO energy, the calculation gives -10.6 eV.

two.
A molecular structure, C5H9NO3, computed with the ωB97M-V functional and the def2-TZVPD basis.

Each line ends with the Mulliken charge.
Geometry (Å):
O (1.36, -2.01, -1.24)  -0.536
O (-0.70, 0.84, -1.45)  -0.490
O (1.16, -0.51, 0.89)  -0.720
N (-0.97, -1.68, -0.06)  -0.612
C (-1.78, -0.97, -1.04)  0.733
C (0.43, -1.30, -0.96)  0.084
C (-0.54, -0.52, -1.86)  0.679
C (-2.90, -1.77, -1.67)  -1.482
C (-1.97, 0.54, -0.80)  -0.830
H (-3.37, -1.20, -2.48)  0.379
H (-1.35, -2.24, 0.69)  0.244
H (-0.46, -0.68, -2.95)  0.470
H (-2.81, 0.99, -1.35)  0.316
H (-3.66, -2.00, -0.91)  0.359
H (0.02, -0.92, 1.12)  0.482
H (1.00, 0.42, 0.66)  0.332
H (-2.52, -2.72, -2.07)  0.329
H (-1.97, 0.85, 0.25)  0.262

The value obtained for the HOMO-LUMO gap is 10.0 eV. As for the LUMO energy: 0.6 eV. For the HOMO energy, the calculation gives -9.5 eV.

Best to worst by energy: two, one.

one.
2 unconnected molecules or ions with the total composition C5H9NO3, computed with the ωB97M-V functional and the def2-TZVPD basis.

Each line ends with the Mulliken charge.
Geometry (Å):
O (0.84, -1.07, 0.62)  -0.544
O (-0.38, -0.32, -2.54)  -0.514
O (1.40, 0.67, -0.70)  -0.478
N (0.70, 1.41, 1.90)  -0.348
C (-0.49, 1.84, 1.30)  -0.302
C (-1.60, 1.12, 1.05)  -0.768
C (0.12, -2.50, -1.72)  -1.058
C (-0.11, -1.02, -1.60)  0.585
C (0.59, -0.30, -0.29)  0.738
H (-2.50, 1.65, 0.79)  0.300
H (1.44, 2.07, 2.10)  0.189
H (-0.01, -2.96, -0.74)  0.331
H (0.97, 1.55, -0.54)  0.372
H (0.61, 0.51, 2.35)  0.207
H (1.17, -2.68, -1.97)  0.281
H (-0.53, -2.96, -2.46)  0.329
H (-1.77, 0.13, 1.46)  0.287
H (-0.44, 2.87, 1.00)  0.393

The value obtained for the HOMO-LUMO gap is 9.0 eV. As for the structure (SMILES): CC(=O)C(=O)O.C=CN. As for the LUMO energy: 0.4 eV. For the HOMO energy, the calculation gives -8.6 eV.

two.
A single C5H9NO3 molecule, computed with the ωB97M-V functional and the def2-TZVPD basis.

Each line ends with the Mulliken charge.
Geometry (Å):
O (1.29, 1.36, -0.66)  -0.251
O (0.69, -1.02, -0.87)  -0.542
O (0.43, 3.39, -0.52)  -0.326
N (0.55, 2.35, 0.10)  0.182
C (0.96, 0.12, -0.04)  0.864
C (-1.22, -1.20, 0.70)  -1.451
C (1.83, -0.27, 1.11)  -1.273
C (-0.49, -0.42, -0.34)  1.173
C (-1.33, 0.15, -1.45)  -1.599
H (-1.27, -2.27, 0.45)  0.307
H (-0.79, -1.12, 1.70)  0.384
H (1.95, 0.56, 1.82)  0.378
H (-0.72, 0.66, -2.20)  0.385
H (1.46, -1.13, 1.66)  0.375
H (-1.87, -0.65, -1.95)  0.385
H (-2.05, 0.87, -1.05)  0.361
H (2.83, -0.52, 0.73)  0.285
H (-2.26, -0.86, 0.80)  0.360

The value obtained for the HOMO-LUMO gap is 9.8 eV. As for the structure (SMILES): CC1(C)O[C@@]1(C)ON=O. As for the LUMO energy: -0.4 eV. For the HOMO energy, the calculation gives -10.2 eV.

Best to worst by energy: one, two.